Entry 1:
This record from the Open Molecules 2025 dataset describes an isolated molecule of C4H9NO. The level of theory is wB97M-V/def2-TZVPD.

XYZ file:
```
15
Properties=species:S:1:pos:R:3
C -1.546 0.716 0.318
C -0.808 -0.052 -0.754
N 0.473 0.524 -1.159
C 0.455 -0.777 -0.492
C 1.019 -0.836 0.921
O 1.538 0.401 1.339
H -0.866 0.973 1.136
H -1.943 1.655 -0.085
H -2.384 0.135 0.720
H -1.418 -0.544 -1.508
H 0.658 0.452 -2.155
H 0.663 -1.640 -1.123
H 1.783 -1.622 0.982
H 0.201 -1.130 1.595
H 1.482 0.982 0.561
```

Properties
relative energy (zero: lowest compared OMol25 entry of this formula, charge and spin): 1.966 eV
SMILES: C[C@H]1N[C@H]1CO
net charge: 0

Here are the natural (NBO) charges for atoms 1 to 5, given in e: number 1, C, carries -0.633; number 2, C, carries -0.075; number 3, N, carries -0.627; number 4, C, carries -0.109; number 5, C, carries -0.075

Entry 2:
This record from the Open Molecules 2025 dataset describes an isolated molecule of C4H6N4. The level of theory is wB97M-V/def2-TZVPD.

XYZ file:
```
14
Properties=species:S:1:pos:R:3
C -0.061 -1.745 -0.039
N -0.377 -0.344 -0.240
C 0.197 0.687 0.360
N -2.035 -0.129 -0.340
N -2.531 0.968 -0.197
N -0.114 1.780 0.833
C 1.907 0.213 0.250
C 3.010 0.503 -0.161
H -3.557 0.986 -0.337
H -0.464 2.589 0.334
H -0.982 -2.302 -0.210
H 0.712 -2.034 -0.749
H 0.313 -1.953 0.963
H 3.983 0.780 -0.468
```

Properties
relative energy (zero: lowest compared OMol25 entry of this formula, charge and spin): 7.478 eV
SMILES: [H]/N=C(/C#C)N(C)/N=N/[H]
net charge: 0

Here are the natural (NBO) charges for atoms 1 to 5, given in e: number 1, C, carries -0.421; number 2, N, carries -0.321; number 3, C, carries 0.579; number 4, N, carries 0.038; number 5, N, carries -0.335

Entry 3:
This record from the Open Molecules 2025 dataset describes an isolated molecule of C5H6N2. The level of theory is wB97M-V/def2-TZVPD.

XYZ file:
```
13
Properties=species:S:1:pos:R:3
C 0.336 -1.323 -0.201
C -0.395 -0.209 0.181
C 0.859 0.639 0.179
C -1.778 0.269 0.239
C 1.610 -0.626 -0.217
N 0.922 1.872 0.199
N -2.828 -0.459 0.193
H 0.197 -2.406 -0.498
H -1.680 1.395 0.068
H 2.381 -1.213 0.499
H 2.217 -0.493 -1.062
H 1.800 2.372 0.208
H -3.641 0.182 0.212
```

Properties
relative energy (zero: lowest compared OMol25 entry of this formula, charge and spin): 3.199 eV
SMILES: [H]/N=C/C1=CC/C1=N\[H]
net charge: 0

Here are the natural (NBO) charges for atoms 1 to 5, given in e: number 1, C, carries -0.067; number 2, C, carries -0.151; number 3, C, carries 0.322; number 4, C, carries 0.085; number 5, C, carries -0.509

Listing LUMO energy for the structures above in their given order: 0.0362; 0.0146; 0.0055 hartree.
Listing gap between HOMO and LUMO for the structures above in their given order: 10.763; 8.999; 9.510 eV.
Listing F_max for the structures above in their given order: 0.42; 4.73; 5.06 eV/A.